i) This record from the Open Molecules 2025 dataset describes the molecule C5H10O2. The level of theory is ωB97M-V/def2-TZVPD.

HOMO energy: -9.81 eV
SMILES string: C[C@@H]1[C@H](O)C[C@@H]1O

Element x y z (Å)
C: -1.46 -0.62 -0.56
C: -0.69 0.13 0.51
C: 0.30 1.23 0.00
O: 0.11 1.84 -1.26
C: 1.37 0.15 -0.06
C: 0.58 -0.65 0.98
O: 0.63 -2.05 0.86
H: -2.33 -0.05 -0.89
H: -1.80 -1.57 -0.13
H: -0.89 -0.88 -1.46
H: -1.38 0.44 1.30
H: 0.50 1.99 0.78
H: -0.38 2.66 -1.14
H: 2.43 0.36 0.03
H: 1.14 -0.34 -1.01
H: 0.84 -0.40 2.02
H: 1.05 -2.24 0.02

---

ii) This record from the Open Molecules 2025 dataset describes the molecule C5H10O2. The level of theory is ωB97M-V/def2-TZVPD.

HOMO energy: -9.89 eV
SMILES string: O=CCCCCO

Element x y z (Å)
O: 1.50 -3.21 -1.49
C: 1.33 -2.29 -0.74
C: 0.20 -1.31 -0.84
C: 0.57 0.17 -0.67
C: -0.56 1.03 -0.19
C: -0.58 1.18 1.34
O: -1.86 1.55 1.81
H: 1.95 -2.20 0.18
H: -0.50 -1.52 -0.03
H: -0.24 -1.44 -1.83
H: 0.99 0.53 -1.61
H: 1.40 0.23 0.05
H: -0.53 2.03 -0.61
H: -1.57 0.66 -0.39
H: 0.16 1.91 1.65
H: -0.30 0.20 1.75
H: -1.96 2.49 1.64

---

iii) This record from the Open Molecules 2025 dataset describes a cluster of 2 separate species, C5H10O2 in total. The level of theory is ωB97M-V/def2-TZVPD.

HOMO energy: -8.93 eV
SMILES string: C=C(C)O.CC=O

Element x y z (Å)
C: -1.48 -0.19 -0.63
C: -1.18 0.12 0.64
C: -1.16 1.52 1.18
O: -0.85 -0.78 1.60
H: -1.56 -1.22 -0.97
H: -1.71 0.60 -1.34
H: -0.20 1.70 1.68
H: -1.95 1.63 1.94
H: -1.31 2.26 0.40
H: -0.49 -1.58 1.19
C: 2.00 -0.01 -0.87
C: 1.28 -1.32 -0.74
O: 1.24 -1.96 0.29
H: 1.65 0.55 -1.75
H: 3.07 -0.20 -1.00
H: 1.87 0.59 0.04
H: 0.79 -1.71 -1.65

---

iv) This record from the Open Molecules 2025 dataset describes a structure of composition C5H10O2. The level of theory is ωB97M-V/def2-TZVPD.

HOMO energy: -9.73 eV

Element x y z (Å)
C: -0.17 -1.16 -2.40
O: -0.11 -2.06 -1.32
C: -0.55 0.11 0.57
C: -0.83 0.40 2.00
C: -0.15 1.44 1.14
C: 1.27 0.98 0.87
O: 0.81 -0.32 0.43
H: 0.44 -0.26 -2.24
H: -1.21 -0.84 -2.57
H: 0.19 -1.65 -3.32
H: -1.27 -0.18 -0.19
H: -1.87 0.60 2.27
H: -0.26 -0.16 2.74
H: -0.55 2.42 0.95
H: 1.76 1.51 0.04
H: 1.95 0.90 1.73
H: 0.56 -1.71 -0.71

---

Energy ordering: ii) at the bottom, the next structure 0.135 eV above.